[1]
{"formula": "C10H27ClN3O4P2", "method": "ωB97M-V with the def2-TZVPD basis set", "symbols": ["C", "C", "P", "C", "C", "P", "N", "Cl", "O", "C", "C", "N", "C", "C", "C", "O", "H", "H", "H", "H", "H", "H", "H", "H", "H", "H", "H", "H", "H", "H", "H", "H", "H", "H", "H", "H", "H", "H", "H", "H", "C", "N", "O", "O", "H", "H", "H"], "coordinates": [[1.211, -0.275, 2.803], [2.713, -0.052, 2.586], [3.522, -0.992, 1.212], [2.511, -2.524, 1.014], [3.303, -3.654, 0.347], [2.779, 0.214, -0.435], [4.010, 1.211, -0.883], [2.315, -0.981, -1.980], [1.553, 1.117, -0.093], [0.530, 1.674, -1.008], [-0.862, 1.572, -0.377], [-1.693, 0.573, -1.032], [-1.387, -0.765, -0.517], [-1.927, -1.906, -1.383], [-1.816, -1.639, -2.883], [-1.276, -3.118, -1.002], [1.018, -1.183, 3.377], [0.788, 0.560, 3.364], [0.664, -0.355, 1.862], [3.292, -0.311, 3.477], [2.914, 1.004, 2.372], [2.235, -2.800, 2.038], [1.567, -2.339, 0.493], [4.237, -3.845, 0.881], [2.716, -4.574, 0.361], [3.543, -3.426, -0.693], [3.851, 1.779, -1.709], [4.906, 0.737, -0.947], [0.825, 2.712, -1.167], [0.574, 1.137, -1.957], [-1.348, 2.548, -0.411], [-0.722, 1.345, 0.694], [-2.645, 0.779, -0.743], [-0.300, -0.880, -0.452], [-1.773, -0.883, 0.508], [-2.974, -2.069, -1.110], [-2.716, -1.164, -3.277], [-0.976, -0.976, -3.114], [-1.677, -2.592, -3.398], [-0.325, -2.986, -1.076], [-5.108, 4.375, 0.335], [-4.274, 3.321, 0.972], [-4.182, 3.306, 2.175], [-3.729, 2.524, 0.226], [-5.520, 4.997, 1.120], [-4.461, 4.936, -0.334], [-5.882, 3.870, -0.234]], "total_charge": 1}

***

[2]
{"formula": "C10H27F2N2O3Pd", "method": "ωB97M-V with the def2-TZVPD basis set", "symbols": ["Pd", "F", "F", "C", "C", "O", "H", "H", "H", "H", "H", "C", "C", "C", "O", "C", "N", "H", "H", "H", "H", "H", "H", "H", "H", "H", "H", "H", "C", "C", "C", "O", "C", "N", "H", "H", "H", "H", "H", "H", "H", "H", "H", "H", "H"], "coordinates": [[1.463, -0.713, 0.588], [3.462, 0.175, 0.608], [2.831, -2.171, 1.810], [0.623, -3.658, -2.750], [1.606, -2.569, -2.535], [1.598, -1.860, -1.303], [-0.362, -3.415, -2.351], [0.779, -4.685, -2.421], [0.554, -3.777, -3.831], [1.424, -1.763, -3.245], [2.605, -2.949, -2.748], [-2.312, -1.418, 2.763], [-1.081, -0.740, 2.133], [-0.092, -0.311, 3.155], [0.872, 0.391, 2.348], [1.791, 1.052, 3.261], [-0.501, -1.624, 1.073], [-2.968, -1.747, 1.957], [-2.864, -0.672, 3.334], [-2.172, -2.293, 3.397], [-1.458, 0.134, 1.603], [0.461, -1.059, 3.722], [-0.566, 0.338, 3.891], [2.299, 0.436, 4.003], [1.218, 1.857, 3.722], [2.438, 1.709, 2.681], [-1.181, -1.790, 0.346], [-0.599, -2.473, 1.612], [0.088, 3.224, 0.344], [-0.457, 1.958, -0.472], [-1.122, 2.357, -1.800], [-1.374, 1.152, -2.541], [-1.675, 1.360, -3.884], [0.694, 1.164, -0.679], [0.592, 3.006, 1.285], [-0.692, 3.946, 0.583], [0.788, 3.891, -0.160], [-1.051, 1.187, 0.018], [-0.399, 2.987, -2.319], [-1.961, 3.039, -1.660], [-2.472, 1.961, -4.322], [-1.868, 0.351, -4.248], [-0.750, 1.653, -4.381], [0.325, 0.696, -1.494], [1.467, 1.664, -1.094]], "total_charge": 0, "multiplicity": 4, "s_squared": 3.762}

***

[3]
{"formula": "C10H27NO5", "method": "ωB97M-V with the def2-TZVPD basis set", "symbols": ["C", "O", "C", "O", "C", "C", "N", "H", "H", "H", "H", "H", "H", "H", "H", "H", "C", "C", "O", "H", "H", "H", "H", "H", "H", "C", "C", "O", "H", "H", "H", "H", "H", "H", "C", "C", "O", "H", "H", "H", "H", "H", "H"], "coordinates": [[-1.035, -2.851, -2.642], [-0.411, -1.624, -3.191], [0.546, -1.221, -2.108], [1.837, -1.536, -2.246], [-0.116, -0.364, -0.866], [-0.127, 1.248, -1.260], [0.162, 1.517, -2.729], [-1.434, -2.739, -1.544], [-0.207, -3.694, -2.703], [-1.985, -3.089, -3.316], [0.361, -0.576, 0.183], [-1.257, -0.691, -0.818], [0.638, 1.856, -0.575], [-1.202, 1.695, -1.022], [-0.541, 1.023, -3.358], [-0.054, 2.541, -2.896], [3.695, -0.946, 0.479], [3.438, 0.532, 0.269], [3.928, 1.271, 1.378], [3.208, -1.295, 1.395], [3.319, -1.531, -0.366], [4.766, -1.141, 0.593], [2.365, 0.724, 0.178], [3.932, 0.891, -0.638], [4.883, 1.100, 1.446], [1.300, 1.404, 4.412], [1.087, 0.003, 3.876], [0.798, 0.054, 2.487], [0.409, 2.019, 4.245], [1.519, 1.382, 5.483], [2.128, 1.896, 3.892], [0.244, -0.477, 4.383], [1.977, -0.615, 4.027], [1.556, 0.474, 2.045], [-4.692, 1.091, -1.296], [-4.540, -0.375, -0.949], [-3.242, -0.618, -0.427], [-3.939, 1.392, -2.032], [-5.686, 1.295, -1.704], [-4.539, 1.717, -0.411], [-4.672, -0.995, -1.840], [-5.281, -0.680, -0.203], [-3.138, -0.069, 0.369]], "total_charge": 0, "smiles": "COC(=O)CCN.CCO.CCO.CCO"}

***

[4]
{"formula": "C10H28CrO8", "method": "ωB97M-V with the def2-TZVPD basis set", "symbols": ["Cr", "C", "C", "O", "H", "H", "H", "H", "H", "C", "C", "O", "H", "H", "H", "H", "H", "C", "C", "O", "O", "H", "H", "H", "H", "H", "H", "C", "C", "O", "O", "H", "H", "H", "H", "H", "H", "C", "C", "O", "O", "H", "H", "H", "H", "H", "H"], "coordinates": [[-0.194, -0.080, -0.481], [-0.954, 4.455, -0.030], [-1.505, 3.139, -0.604], [-1.165, 1.904, 0.005], [-1.762, 5.148, 0.207], [-0.506, 4.725, -0.986], [-0.307, 4.344, 0.840], [-1.060, 3.126, -1.599], [-2.589, 3.243, -0.659], [2.695, -0.397, -3.768], [2.422, -0.287, -2.277], [1.338, 0.440, -1.788], [3.577, -1.019, -3.925], [3.075, 0.577, -4.077], [1.819, -0.506, -4.408], [3.388, 0.093, -1.945], [2.481, -1.292, -1.858], [-2.073, -1.506, 2.292], [-3.460, -0.889, 2.700], [-3.965, 0.028, 1.628], [-1.551, -0.768, 1.117], [-2.309, -2.560, 2.143], [-1.312, -1.549, 3.071], [-3.222, -0.293, 3.582], [-4.201, -1.613, 3.038], [-3.776, 0.886, 2.015], [-2.292, -0.188, 0.926], [2.028, -0.518, 2.367], [3.522, 0.221, 2.310], [3.513, 1.391, 3.138], [1.197, 0.346, 1.513], [1.744, -0.719, 3.400], [1.977, -1.549, 2.017], [3.690, 0.513, 1.274], [4.301, -0.480, 2.610], [3.056, 2.004, 2.558], [1.367, 1.267, 1.726], [-1.201, -1.874, -2.472], [-0.694, -2.799, -1.364], [0.338, -2.218, -0.475], [-1.692, -0.693, -1.860], [-2.090, -2.351, -2.884], [-0.614, -1.731, -3.379], [-0.304, -3.678, -1.878], [-1.551, -3.151, -0.789], [1.119, -2.775, -0.442], [-2.299, -0.368, -2.529]], "total_charge": -1, "multiplicity": 6, "s_squared": 8.759}

***

[5]
{"formula": "C10H29NO16P3S2", "method": "ωB97M-V with the def2-TZVPD basis set", "symbols": ["C", "C", "C", "C", "O", "S", "O", "O", "N", "S", "O", "O", "P", "O", "O", "O", "H", "H", "H", "H", "H", "H", "H", "H", "H", "H", "H", "C", "O", "P", "O", "O", "C", "O", "C", "H", "H", "H", "H", "H", "H", "H", "H", "H", "C", "O", "P", "O", "O", "C", "O", "C", "H", "H", "H", "H", "H", "H", "H", "H", "H"], "coordinates": [[-3.939, 2.923, 1.639], [-3.655, 1.692, 0.546], [-1.993, 1.514, 0.487], [-1.536, -0.070, 0.460], [-0.330, -0.349, 1.304], [-0.837, -1.031, 2.781], [-2.040, -0.202, 3.361], [-1.454, -2.446, 2.450], [0.437, -1.326, 3.938], [1.650, -0.071, 3.931], [2.316, -0.106, 5.362], [2.815, -0.423, 2.937], [0.904, 1.921, 3.674], [1.979, 2.897, 4.375], [-0.616, 2.247, 4.463], [0.940, 2.342, 1.972], [-3.932, 2.489, 2.742], [-4.952, 3.502, 1.389], [-3.017, 3.654, 1.556], [-4.078, 2.044, -0.489], [-4.195, 0.708, 0.922], [-1.600, 1.955, 1.512], [-1.587, 2.134, -0.449], [-2.485, -0.689, 0.815], [-1.365, -0.396, -0.672], [-0.558, 1.789, 5.374], [1.406, 3.226, 1.871], [6.539, -2.753, 0.074], [5.722, -1.960, -0.774], [6.330, -0.444, -1.345], [7.587, -1.141, -1.882], [6.556, 0.034, 0.219], [5.400, 0.295, 0.990], [6.938, 1.072, -1.915], [8.124, 1.592, -1.335], [6.667, -3.738, -0.380], [7.525, -2.313, 0.258], [6.029, -2.872, 1.032], [5.488, -0.245, 1.937], [4.488, -0.030, 0.484], [5.340, 1.364, 1.199], [8.883, 0.816, -1.189], [7.892, 2.072, -0.383], [8.530, 2.352, -2.010], [-3.321, -2.766, -4.477], [-3.282, -1.358, -4.300], [-4.039, -0.667, -2.906], [-3.232, -1.602, -1.995], [-5.462, -1.376, -3.348], [-6.114, -0.861, -4.492], [-4.795, 0.023, -1.512], [-5.634, -0.798, -0.715], [-2.298, -3.138, -4.567], [-3.822, -3.290, -3.656], [-3.857, -2.983, -5.404], [-6.366, -1.697, -5.152], [-5.483, -0.159, -5.042], [-7.036, -0.362, -4.189], [-5.206, -1.794, -0.561], [-6.619, -0.881, -1.176], [-5.754, -0.318, 0.262]], "total_charge": -1}

***

no.,electronic energy (eV)
1,-54560.848
2,-28838.462
3,-22531.599
4,-55620.059
5,-94616.427